1.
ORCA calculation (ωB97M-V with the def2-TZVPD basis set) on a structure of composition C27H28InN4O4Si.

Computed properties:
Multiplicity ... 1
Gap between HOMO and LUMO ... 7.655 eV
E_HOMO ... -0.20379 Ha
Net charge ... -1
Total energy ... -55658.491 eV

CARTESIAN COORDINATES (ANGSTROEM)
1 In 0.107 -0.645 0.243
2 O -4.611 1.901 4.080
3 C -4.279 2.859 3.335
4 O -4.705 4.016 3.257
5 C -3.173 2.461 2.375
6 C -3.432 2.276 1.020
7 C -2.451 1.757 0.214
8 N -1.248 1.394 0.669
9 C -0.968 1.626 1.960
10 C -1.887 2.178 2.833
11 C 0.365 1.059 2.424
12 O 1.290 1.772 2.740
13 O 0.346 -0.245 2.357
14 H -4.401 2.528 0.609
15 H -2.626 1.603 -0.846
16 H -1.620 2.330 3.870
17 C 2.278 5.131 -1.906
18 C 1.167 4.340 -2.169
19 C 1.138 3.021 -1.741
20 C 2.216 2.459 -1.053
21 C 3.316 3.275 -0.782
22 C 3.350 4.597 -1.205
23 Si 2.216 0.644 -0.563
24 C 2.602 -0.330 -2.156
25 C 3.849 -0.912 -2.393
26 C 4.090 -1.675 -3.530
27 C 3.086 -1.862 -4.467
28 C 1.840 -1.284 -4.261
29 C 1.607 -0.538 -3.115
30 H 2.304 6.160 -2.241
31 H 0.318 4.759 -2.695
32 H 0.253 2.423 -1.933
33 H 4.155 2.871 -0.227
34 H 4.211 5.214 -0.981
35 H 3.415 0.434 0.291
36 H 4.647 -0.770 -1.672
37 H 5.064 -2.125 -3.684
38 H 3.268 -2.461 -5.352
39 H 1.049 -1.425 -4.987
40 H 0.619 -0.109 -2.961
41 N -4.692 -0.421 3.321
42 C -4.196 -0.891 2.135
43 C -2.831 -0.729 1.832
44 N -2.339 -1.077 0.665
45 C -3.154 -1.655 -0.229
46 C -4.465 -1.903 0.114
47 N -4.998 -1.523 1.281
48 H -4.343 0.489 3.642
49 H -5.696 -0.497 3.389
50 H -2.151 -0.292 2.554
51 H -2.737 -1.932 -1.188
52 H -5.126 -2.417 -0.576
53 C 2.405 -2.852 1.193
54 C 1.062 -3.521 0.894
55 C 1.287 -4.985 0.508
56 C 0.296 -2.789 -0.211
57 H 2.995 -3.453 1.888
58 H 2.271 -1.867 1.647
59 H 2.981 -2.734 0.269
60 H 0.465 -3.500 1.812
61 H 1.962 -5.043 -0.351
62 H 0.347 -5.469 0.234
63 H 1.736 -5.550 1.330
64 H -0.689 -3.238 -0.354
65 H 0.847 -2.864 -1.155



2.
ORCA calculation (ωB97M-V with the def2-TZVPD basis set) on a structure of composition C27H28N2O3P2ReS2.

Computed properties:
Multiplicity ... 4
⟨S²⟩ ... 3.80
Gap between HOMO and LUMO (alpha / beta) ... 7.190 / 5.425 eV
E_HOMO (alpha / beta) ... -0.53016 / -0.53606 Ha
Net charge ... +2
Total energy ... -79939.637 eV

CARTESIAN COORDINATES (ANGSTROEM)
1 C 4.678 1.560 0.095
2 C 3.349 1.414 0.489
3 C 2.337 1.745 -0.449
4 C 2.653 2.168 -1.747
5 C 3.991 2.285 -2.119
6 C 4.999 1.984 -1.200
7 C 1.477 2.368 -2.651
8 C 0.361 3.067 -1.936
9 C 0.130 2.636 -0.623
10 C -0.983 3.094 0.129
11 C -1.836 4.018 -0.475
12 C -1.606 4.462 -1.783
13 C -0.516 3.985 -2.513
14 H 5.467 1.322 0.812
15 H 4.226 2.612 -3.131
16 H 6.045 2.080 -1.488
17 H 1.761 2.911 -3.552
18 H -2.695 4.384 0.093
19 H -2.286 5.186 -2.231
20 H -0.328 4.312 -3.536
21 N 0.992 1.677 -0.107
22 Re 0.141 -0.313 0.407
23 C 2.960 0.931 1.865
24 H 2.362 1.682 2.408
25 H 3.852 0.679 2.457
26 C -1.196 2.603 1.540
27 H -0.356 2.892 2.195
28 H -2.130 3.016 1.946
29 P 1.900 -0.609 1.783
30 P -1.322 0.729 1.701
31 C -3.113 0.511 1.359
32 H -3.375 -0.542 1.528
33 H -3.697 1.148 2.035
34 H -3.339 0.766 0.317
35 C -1.336 0.561 3.526
36 H -2.213 1.078 3.936
37 H -1.399 -0.504 3.781
38 H -0.424 0.982 3.964
39 C 3.110 -1.796 1.092
40 H 4.072 -1.710 1.615
41 H 2.708 -2.811 1.208
42 H 3.253 -1.595 0.024
43 C 1.833 -1.137 3.524
44 H 1.235 -2.056 3.582
45 H 2.848 -1.344 3.889
46 H 1.365 -0.367 4.147
47 C -0.468 -2.030 1.043
48 O -0.883 -3.065 1.424
49 H 1.079 1.326 -2.866
50 O 0.514 -4.692 -1.816
51 S -0.378 -3.973 -2.686
52 O -0.342 -4.237 -4.104
53 N -0.296 -2.330 -2.359
54 C -1.415 -1.842 -1.899
55 S -1.363 -0.163 -1.401
56 C -2.503 -2.802 -1.698
57 C -3.739 -2.656 -1.057
58 C -4.527 -3.794 -0.852
59 C -4.078 -5.060 -1.269
60 C -2.823 -5.207 -1.883
61 C -2.054 -4.069 -2.082
62 H -4.048 -1.659 -0.741
63 H -5.495 -3.698 -0.357
64 H -4.705 -5.938 -1.104
65 H -2.437 -6.174 -2.200



3.
ORCA calculation (ωB97M-V with the def2-TZVPD basis set) on the molecule C27H28N2O6.

Computed properties:
Multiplicity ... 1
Gap between HOMO and LUMO ... 8.920 eV
SMILES string ... CCc1cccc(OCC(=O)Nc2ccc(C(=O)O)cc2NC(=O)COc2cccc(CC)c2)c1
E_HOMO ... -0.31462 Ha
Net charge ... 0
Total energy ... -43720.627 eV

CARTESIAN COORDINATES (ANGSTROEM)
1 C -0.434 -4.403 -1.713
2 C -1.853 -4.466 -1.146
3 C -2.545 -3.129 -1.160
4 C -2.755 -2.459 -2.362
5 C -3.398 -1.238 -2.376
6 C -3.852 -0.657 -1.203
7 C -3.656 -1.319 0.001
8 O -4.053 -0.854 1.227
9 C -4.695 0.396 1.297
10 C -3.832 1.567 0.807
11 O -4.320 2.561 0.318
12 N -2.510 1.313 0.967
13 C -1.441 2.039 0.462
14 C -1.551 3.406 0.196
15 C -0.499 4.111 -0.343
16 C 0.702 3.465 -0.633
17 C 1.818 4.242 -1.206
18 O 1.785 5.424 -1.442
19 O 2.915 3.501 -1.452
20 C 0.822 2.104 -0.378
21 C -0.231 1.385 0.169
22 N -0.011 0.000 0.349
23 C -0.303 -0.797 1.396
24 O -1.054 -0.517 2.313
25 C 0.385 -2.159 1.337
26 O 1.462 -2.231 0.437
27 C 2.618 -1.543 0.740
28 C 2.777 -0.708 1.837
29 C 3.984 -0.049 2.012
30 C 5.018 -0.211 1.111
31 C 4.864 -1.044 0.008
32 C 5.997 -1.262 -0.953
33 C 6.864 -2.436 -0.496
34 C 3.661 -1.706 -0.167
35 C -2.999 -2.549 0.011
36 H 0.185 -3.712 -1.147
37 H -0.447 -4.076 -2.750
38 H 0.026 -5.388 -1.672
39 H -1.822 -4.850 -0.125
40 H -2.438 -5.169 -1.745
41 H -2.423 -2.901 -3.290
42 H -3.559 -0.724 -3.312
43 H -4.354 0.296 -1.247
44 H -5.639 0.403 0.738
45 H -4.919 0.544 2.358
46 H -2.259 0.477 1.504
47 H -2.488 3.895 0.404
48 H -0.584 5.167 -0.548
49 H 3.608 4.069 -1.823
50 H 1.749 1.600 -0.608
51 H 0.675 -0.380 -0.294
52 H -0.350 -2.886 0.977
53 H 0.678 -2.446 2.354
54 H 1.982 -0.553 2.549
55 H 4.106 0.602 2.864
56 H 5.949 0.313 1.260
57 H 6.611 -0.361 -1.010
58 H 5.602 -1.472 -1.949
59 H 7.686 -2.595 -1.190
60 H 6.271 -3.346 -0.445
61 H 7.276 -2.240 0.491
62 H 3.507 -2.360 -1.011
63 H -2.873 -3.041 0.965